The following is a DFT calculation (ωB97M-V/def2-TZVPD) of a molecular structure, C44H42FN6O9Ti in a non-equilibrium geometry.

Computed properties:
F_max in eV/Å: 3.32
Total charge: -1
ΔE to the lowest compared entry with this formula, charge and spin in kcal per mole: 8.2
HOMO-LUMO gap (alpha / beta) in hartree: 0.1617 / 0.1829
Multiplicity: 3

Positions of all 103 atoms, in Å:
Ti (-0.203372, -0.401764, 0.376986)
F (6.393009, -2.029045, 0.203931)
O (-2.035639, -0.494681, 4.006046)
O (-4.362166, -1.402382, -5.129256)
O (-4.157057, -3.483112, -4.251672)
O (0.273478, 0.499214, -1.169308)
O (1.969761, 3.201264, -0.378147)
O (1.378262, 0.087877, 1.273632)
O (-0.723922, 1.801796, -2.698307)
O (0.464665, -4.942574, -1.015539)
O (-0.036851, 2.654322, 0.425693)
N (-1.347641, 0.279053, 1.961804)
N (3.099010, 0.784535, 2.607834)
N (0.112757, 4.368723, 2.463824)
N (-0.335450, -2.116640, 1.229055)
N (1.089571, -2.754346, -1.388515)
N (-1.809863, -0.903401, -0.801676)
C (0.292513, -4.745409, -2.403357)
C (1.951021, 0.110877, 2.363582)
C (-1.417812, -0.765103, 2.806715)
C (-0.257703, -3.393957, -4.866056)
C (-0.200630, -1.503933, -6.353232)
C (-0.541594, -4.568980, 1.489822)
C (1.135083, 3.279079, 0.481432)
C (-4.097407, 2.838385, -0.070281)
C (-3.416692, -2.364160, -1.779126)
C (-2.779481, 2.338457, 1.881578)
C (-3.233643, 1.995647, 0.615151)
C (3.026648, -3.350112, 0.037899)
C (-2.665296, -1.930677, -0.705122)
C (-4.058926, -2.242041, -4.267649)
C (-1.255623, -3.152956, 3.279238)
C (2.437291, -2.517153, -0.918789)
C (1.082426, -3.463922, -2.722262)
C (-1.791341, -0.216552, -1.961733)
C (-4.068233, 4.374959, 1.775056)
C (-2.595120, -0.521476, -3.038682)
C (-4.522348, 4.022983, 0.510755)
C (-0.978010, -2.038291, 2.476559)
C (-0.157597, -3.417687, 0.704167)
C (-1.870485, 1.430266, 2.673275)
C (-3.384202, -1.665024, -2.981481)
C (0.570843, -2.741626, -3.954273)
C (-0.693487, 0.825101, -1.982684)
C (-0.646295, -2.778684, -6.046310)
C (3.879705, 0.442367, 3.779441)
C (-2.619497, 0.788917, 3.864282)
C (1.951329, 5.486878, 1.386656)
C (1.375654, 4.117144, 1.759093)
C (3.889490, 1.283849, 1.491861)
C (0.686475, 6.336762, 1.246268)
C (3.221039, -1.501448, -1.467796)
C (-0.225618, 5.799205, 2.349323)
C (1.023818, -1.470192, -4.287204)
C (-1.037296, -4.427580, 2.757034)
C (0.390387, -3.650593, -0.509180)
C (-3.196083, 3.538598, 2.453198)
C (0.641762, -0.852312, -5.466598)
C (4.346800, -3.187139, 0.425794)
C (5.094314, -2.191083, -0.165770)
C (4.548996, -1.343354, -1.104322)
H (-3.685782, 0.688510, 3.632402)
H (-5.205800, 4.675148, -0.017753)
H (1.506870, -0.360247, 3.244441)
H (-0.588969, 2.987575, 1.162019)
H (-1.281642, 5.917034, 2.099955)
H (2.061812, 3.529294, 2.373814)
H (4.593121, -0.357682, 3.557679)
H (2.449668, -4.153465, 0.475105)
H (-1.315721, -3.298761, -6.717865)
H (-1.685646, -2.997486, 4.257636)
H (0.230228, 6.161011, 0.270321)
H (0.172798, 4.092883, 3.432599)
H (-2.833640, 3.813755, 3.438513)
H (-2.713229, -2.423109, 0.258776)
H (-2.906590, 1.064800, 0.172824)
H (0.994808, 0.148884, -5.677192)
H (4.765757, 0.650730, 1.333879)
H (-0.035705, 6.327204, 3.290055)
H (-4.394190, 5.300136, 2.234975)
H (4.444075, 1.320520, 4.095787)
H (-1.035382, 2.025348, 3.071009)
H (5.152293, -0.565386, -1.553481)
H (2.593185, 5.868261, 2.183889)
H (-4.441966, 2.562238, -1.058247)
H (-4.020337, -3.258950, -1.710256)
H (-0.622965, -4.393204, -4.674458)
H (-2.570256, 0.072003, -3.941130)
H (-2.500331, 1.337604, 4.799244)
H (-1.280910, -5.302741, 3.347092)
H (2.118064, -3.747496, -2.942218)
H (0.868932, 7.403474, 1.364856)
H (2.799946, -0.814350, -2.180553)
H (-0.517699, -1.024409, -7.269799)
H (1.679820, -0.937394, -3.620336)
H (4.232408, 2.298998, 1.702485)
H (-0.769963, -4.606811, -2.630901)
H (3.230535, 0.126175, 4.595265)
H (-0.385733, -5.539277, 1.042663)
H (4.796851, -3.848700, 1.154224)
H (0.679842, -5.615418, -2.931823)
H (2.532385, 5.426151, 0.469078)
H (3.285329, 1.290279, 0.592769)

Cartesian forces (eV/Å) of the 6 atoms listed first:
-1.15 -0.03 0.02
-0.02 0.01 -0.02
0.27 -0.06 0.01
0.01 0.03 -0.01
-0.06 -0.02 -0.02
0.72 0.67 -1.18

The following is a DFT calculation (ωB97M-V/def2-TZVPD) of 2 unconnected molecules or ions with the total composition CH6FN2OP in a non-equilibrium geometry.

Computed properties:
F_max in eV/Å: 3.24
SMILES string: NP(O)F.C=N
ΔE to the lowest compared entry with this formula, charge and spin in kcal per mole: 46.2
HOMO-LUMO gap in hartree: 0.3750

Positions of all 12 atoms, in Å:
P (-1.620710, 0.269217, -0.638658)
F (-1.004019, 1.225901, 0.665371)
O (-3.219095, 0.563945, -0.344081)
N (-1.541290, -1.257729, 0.085370)
N (2.185827, -0.415802, 0.412092)
C (2.960834, 0.391046, -0.190985)
H (-3.537807, 1.461939, -0.769111)
H (2.816216, 0.635494, -1.253527)
H (2.184996, -0.431474, 1.447459)
H (3.856172, 1.065656, 0.038621)
H (-2.415596, -1.711229, 0.282692)
H (-0.665531, -1.796968, 0.264762)

Cartesian forces (eV/Å) of the 6 atoms listed first:
0.79 0.89 2.17
-0.61 -1.04 -1.55
-0.49 1.95 -1.26
0.52 0.19 -0.32
-0.03 1.08 0.03
0.60 0.96 -0.60

The following is a DFT calculation (ωB97M-V/def2-TZVPD) of a molecular structure, C30H25Br36F6N2O2P in a non-equilibrium geometry.

Computed properties:
F_max in eV/Å: 2.10
HOMO-LUMO gap in hartree: 0.2933

Positions of all 102 atoms, in Å:
Br (1.490531, 8.273120, -2.579170)
Br (-9.551728, -3.520800, -5.396768)
Br (11.164787, -2.174593, 2.910312)
Br (9.333298, 3.383935, -9.339103)
Br (-0.103627, 6.452934, -4.661379)
Br (4.628588, -0.770735, 0.756980)
Br (-0.472504, -5.349259, -7.043615)
Br (4.135633, -4.643331, 7.478626)
Br (-2.228907, -0.122591, -9.162665)
Br (10.139548, 0.667813, 1.866884)
Br (-6.952015, -4.564660, -3.863748)
Br (-0.999051, 2.493024, -5.433040)
Br (2.817016, 7.512096, -5.382836)
Br (4.070847, -2.366587, 3.465350)
Br (-5.207668, -2.337589, -1.018644)
Br (-0.440569, -1.216467, -2.952558)
Br (9.324031, 6.574326, -9.415654)
Br (-3.201631, 2.749358, -8.163131)
Br (7.302785, 9.563591, -7.569243)
Br (-5.400887, -0.335973, -3.502883)
Br (3.366934, -6.594627, 5.069839)
Br (1.071823, -5.206458, 6.795528)
Br (-1.112597, -4.333251, -3.101243)
Br (-4.032316, 0.147442, -6.540722)
Br (10.919814, -1.615494, -0.224312)
Br (11.754822, 5.021121, -8.051590)
Br (1.277903, 1.039155, -7.130221)
Br (-6.656974, -3.081888, -6.672504)
Br (7.075508, -1.934100, 2.444534)
Br (-3.427919, 0.313096, -1.085699)
Br (2.082909, 2.901059, -4.663754)
Br (7.258338, 6.793758, -5.965692)
Br (-2.834893, -3.297349, -6.400766)
Br (-3.209878, -6.413240, -5.779925)
Br (6.352616, 9.491630, -4.523835)
Br (1.928005, -3.355915, -3.094049)
P (-3.144141, -2.710998, 5.968536)
F (0.316570, -1.600673, 1.034322)
F (-0.984779, 1.219239, 6.788341)
F (-1.699758, -0.673804, 7.582478)
F (-1.465938, 2.634761, 4.525095)
F (-0.719894, 0.252002, 1.531245)
F (1.437590, 0.216413, 1.532085)
O (-7.481313, 0.818649, 3.106289)
O (-6.020869, -3.110249, 4.875863)
N (-6.716636, -1.409136, 3.368281)
N (-3.306646, -3.749544, 4.800649)
C (9.866041, 5.004785, -8.440005)
C (-4.596851, 1.415613, 4.443194)
C (-2.381348, -5.097179, -6.926363)
C (0.344012, -0.510287, 1.831010)
C (-2.888575, 0.184336, 5.668619)
C (-4.849945, -0.933586, 4.750053)
C (-2.626514, 2.704077, 5.302151)
C (-1.571782, 0.047428, 6.420281)
C (-0.544803, -0.357897, 4.164117)
C (-4.265815, -1.073350, -2.127005)
C (1.257975, -2.216023, 5.115775)
C (-5.885032, -2.023044, 4.394786)
C (-3.387408, 3.967108, 4.928759)
C (-0.554909, -0.680183, 5.511338)
C (1.260112, -1.870467, 3.774332)
C (6.440369, 8.528410, -6.189176)
C (-3.651523, -0.989129, 5.432292)
C (-6.658139, 0.037902, 3.494486)
C (1.624494, 6.949532, -3.974448)
C (-3.399467, 1.387493, 5.146212)
C (-5.340034, 0.274638, 4.238931)
C (-3.623737, 0.874053, -8.279446)
C (0.355578, -0.931494, 3.281408)
C (0.134156, -3.000055, -2.484449)
C (2.861577, -5.925154, 6.805300)
C (5.232123, -2.173622, 1.929572)
C (-7.678897, -3.224040, -5.043517)
C (0.759529, 1.699547, -5.396252)
C (0.362926, -1.604925, 5.980686)
C (11.273618, -0.851015, 1.509627)
H (0.708715, 0.845437, -4.733465)
H (1.979216, -2.975165, 5.434507)
H (-1.229956, 0.374759, 3.737325)
H (-4.987661, 2.335571, 4.007337)
H (0.149528, -3.053492, -1.403605)
H (-3.590309, 4.065529, 3.851559)
H (9.346582, 5.027098, -7.491199)
H (-2.860825, 4.885837, 5.223104)
H (0.377498, -1.873400, 7.038476)
H (-2.419390, -4.201141, 4.599945)
H (-6.120927, -1.579878, 2.545266)
H (-2.365583, 2.794553, 6.365445)
H (2.864017, -6.766206, 7.485262)
H (-3.473806, -1.618450, -2.627379)
H (5.175590, -3.099384, 1.372899)
H (1.987946, -2.325094, 3.056806)
H (-1.821922, -2.714474, 6.441152)
H (2.055775, 6.062273, -3.529931)
H (12.292521, -0.488808, 1.495652)
H (-4.360770, 4.007801, 5.443705)
H (-7.598298, -2.273621, -4.532310)
H (-2.782626, -5.246597, -7.919482)
H (-4.514235, 0.778809, -8.885861)
H (5.422234, 8.357585, -6.511425)
H (-3.977804, -2.962222, 7.091458)

Cartesian forces (eV/Å) of the 6 atoms listed first:
0.02 -0.07 -0.12
0.13 0.00 0.02
-0.06 0.10 -0.11
0.05 0.11 0.05
0.12 0.07 0.02
0.02 -0.08 0.11

| no. | calculated total energy (eV) |
| --- | --- |
| 1 | -99514.469 |
| 2 | -18168.674 |
| 3 | -2585708.744 |